Entry 1:
Here is a cluster of 2 separate species, C15H33N2O3 in total from OMol25. Energies are from ωB97M-V/def2-TZVPD.

## Properties
2S+1	1
HOMO	-12.079	eV
strongest force on any atom	0.0377	Eh/bohr
gap between HOMO and LUMO	10.072	eV
relative energy (zero: lowest compared OMol25 entry of this formula, charge and spin)	0.0	kcal per mole
net charge	+1

Last column: Löwdin charge in e.
Cartesian coordinates (Å):
C1 -1.725 3.960 -6.251  -0.074
C2 -0.264 4.098 -6.626  -0.252
O1 0.596 4.455 -5.553  -0.111
C3 0.904 3.428 -4.685  -0.209
N1 -0.137 3.340 -3.603  0.077
C4 0.447 3.091 -2.348  -0.548
O2 0.601 1.971 -1.881  0.090
O3 0.924 4.188 -1.667  0.101
H1 -2.136 4.921 -5.972  0.077
H2 -2.255 3.632 -7.138  0.080
H3 -1.886 3.231 -5.471  0.062
H4 0.087 3.203 -7.133  0.117
H5 -0.178 4.905 -7.342  0.120
H6 1.859 3.679 -4.234  0.135
H7 0.991 2.471 -5.187  0.133
H8 -0.556 4.262 -3.607  0.119
H9 0.243 4.863 -1.645  0.114
C5 1.920 -3.891 3.861  -0.091
C6 2.352 -2.432 3.755  -0.246
C7 1.207 -1.411 3.847  -0.163
C8 -0.098 -1.695 3.110  -0.098
N2 -0.181 -1.476 1.608  -0.199
C9 -0.841 -0.156 1.292  -0.094
C10 0.254 0.872 1.509  -0.127
C11 1.542 0.163 1.065  -0.123
C12 1.158 -1.309 0.923  -0.079
C13 -0.919 -2.619 0.949  -0.122
C14 -2.416 -2.717 1.210  -0.211
C15 -2.880 -3.133 2.607  -0.089
H10 1.228 -4.179 3.066  0.059
H11 2.787 -4.545 3.776  0.082
H12 1.444 -4.095 4.821  0.087
H13 2.944 -2.290 2.849  0.092
H14 3.041 -2.212 4.572  0.116
H15 1.582 -0.413 3.623  0.100
H16 0.910 -1.368 4.898  0.131
H17 -0.873 -1.066 3.540  0.127
H18 -0.392 -2.724 3.293  0.102
H19 -1.143 -0.201 0.245  0.146
H20 -1.715 -0.018 1.921  0.135
H21 0.310 1.154 2.561  0.116
H22 0.069 1.780 0.940  0.116
H23 2.348 0.315 1.780  0.112
H24 1.893 0.548 0.110  0.112
H25 1.869 -2.029 1.310  0.116
H26 0.991 -1.541 -0.126  0.134
H27 -0.401 -3.532 1.245  0.137
H28 -0.773 -2.484 -0.121  0.130
H29 -2.775 -3.470 0.505  0.124
H30 -2.909 -1.789 0.917  0.109
H31 -2.331 -4.004 2.969  0.083
H32 -3.934 -3.401 2.576  0.083
H33 -2.782 -2.330 3.337  0.066

***

Entry 2:
Here is a structure of composition C5H5NO2 from OMol25. Energies are from ωB97M-V/def2-TZVPD.

## Properties
2S+1	1
HOMO	-9.186	eV
strongest force on any atom	0.1445	Eh/bohr
gap between HOMO and LUMO	9.275	eV
relative energy (zero: lowest compared OMol25 entry of this formula, charge and spin)	146.7	kcal per mole

Last column: Löwdin charge in e.
Cartesian coordinates (Å):
C1 -1.709 -0.960 -0.975  0.016
C2 -0.937 0.251 -1.372  -0.244
C3 0.392 0.590 0.428  -0.529
O1 0.718 0.143 -0.698  0.067
N1 -0.350 1.308 1.110  0.157
C4 2.160 0.470 1.113  -0.050
C5 3.273 0.088 1.421  -0.019
O2 -1.247 1.173 -2.046  0.206
H1 -0.870 0.918 1.898  0.098
H2 -2.188 -0.795 -0.009  0.101
H3 -1.016 -1.801 -0.900  0.101
H4 -2.458 -1.169 -1.743  0.104
H5 4.233 -0.216 1.772  -0.007

***

Look up the relative energy (zero: lowest compared OMol25 entry of this formula, charge and spin) of the first one.
0.0 kcal per mole

***

Repeat the first record exactly.
Here is a cluster of 2 separate species, C15H33N2O3 in total from OMol25. Energies are from ωB97M-V/def2-TZVPD.

## Properties
2S+1	1
HOMO	-12.079	eV
strongest force on any atom	0.0377	Eh/bohr
gap between HOMO and LUMO	10.072	eV
relative energy (zero: lowest compared OMol25 entry of this formula, charge and spin)	0.0	kcal per mole
net charge	+1

Last column: Löwdin charge in e.
Cartesian coordinates (Å):
C1 -1.725 3.960 -6.251  -0.074
C2 -0.264 4.098 -6.626  -0.252
O1 0.596 4.455 -5.553  -0.111
C3 0.904 3.428 -4.685  -0.209
N1 -0.137 3.340 -3.603  0.077
C4 0.447 3.091 -2.348  -0.548
O2 0.601 1.971 -1.881  0.090
O3 0.924 4.188 -1.667  0.101
H1 -2.136 4.921 -5.972  0.077
H2 -2.255 3.632 -7.138  0.080
H3 -1.886 3.231 -5.471  0.062
H4 0.087 3.203 -7.133  0.117
H5 -0.178 4.905 -7.342  0.120
H6 1.859 3.679 -4.234  0.135
H7 0.991 2.471 -5.187  0.133
H8 -0.556 4.262 -3.607  0.119
H9 0.243 4.863 -1.645  0.114
C5 1.920 -3.891 3.861  -0.091
C6 2.352 -2.432 3.755  -0.246
C7 1.207 -1.411 3.847  -0.163
C8 -0.098 -1.695 3.110  -0.098
N2 -0.181 -1.476 1.608  -0.199
C9 -0.841 -0.156 1.292  -0.094
C10 0.254 0.872 1.509  -0.127
C11 1.542 0.163 1.065  -0.123
C12 1.158 -1.309 0.923  -0.079
C13 -0.919 -2.619 0.949  -0.122
C14 -2.416 -2.717 1.210  -0.211
C15 -2.880 -3.133 2.607  -0.089
H10 1.228 -4.179 3.066  0.059
H11 2.787 -4.545 3.776  0.082
H12 1.444 -4.095 4.821  0.087
H13 2.944 -2.290 2.849  0.092
H14 3.041 -2.212 4.572  0.116
H15 1.582 -0.413 3.623  0.100
H16 0.910 -1.368 4.898  0.131
H17 -0.873 -1.066 3.540  0.127
H18 -0.392 -2.724 3.293  0.102
H19 -1.143 -0.201 0.245  0.146
H20 -1.715 -0.018 1.921  0.135
H21 0.310 1.154 2.561  0.116
H22 0.069 1.780 0.940  0.116
H23 2.348 0.315 1.780  0.112
H24 1.893 0.548 0.110  0.112
H25 1.869 -2.029 1.310  0.116
H26 0.991 -1.541 -0.126  0.134
H27 -0.401 -3.532 1.245  0.137
H28 -0.773 -2.484 -0.121  0.130
H29 -2.775 -3.470 0.505  0.124
H30 -2.909 -1.789 0.917  0.109
H31 -2.331 -4.004 2.969  0.083
H32 -3.934 -3.401 2.576  0.083
H33 -2.782 -2.330 3.337  0.066

***

The highest HOMO belongs to which entry?
C5H5NO2